(1)
{
  "formula": "C5H12O2",
  "method": "the ωB97M-V functional and the def2-TZVPD basis",
  "homo_ha": -0.367,
  "de_lowest_kj_mol": 335.9,
  "smiles": "COCC=O.[H][H].C=C",
  "spin_multiplicity": 1,
  "gap_ev": 10.9,
  "energy_ha": -348.07690,
  "symbols": ["C", "O", "C", "C", "O", "H", "H", "H", "H", "H", "H", "H", "H", "C", "C", "H", "H", "H", "H"],
  "xyz": [[2.31, -1.59, 1.53], [1.76, -0.40, 1.03], [1.46, -0.48, -0.34], [0.96, 0.88, -0.79], [0.67, 1.12, -1.94], [3.29, -1.81, 1.06], [1.65, -2.45, 1.35], [2.45, -1.46, 2.60], [0.68, -1.24, -0.54], [2.35, -0.74, -0.94], [0.87, 1.63, 0.02], [-1.25, 0.21, 1.09], [-0.62, 0.06, 1.45], [-3.18, 0.66, -0.61], [-2.45, 0.85, -1.71], [-3.51, -0.32, -0.30], [-3.48, 1.50, 0.02], [-2.12, 1.83, -2.03], [-2.15, 0.01, -2.33]]
}

(2)
{
  "formula": "C4H12N5P",
  "method": "the ωB97M-V functional and the def2-TZVPD basis",
  "homo_ha": [-0.585, -0.627],
  "de_lowest_kj_mol": 167.2,
  "spin_multiplicity": 1,
  "gap_ev": [5.4, 6.9],
  "energy_ha": -773.97328,
  "charge": 2,
  "symbols": ["C", "C", "C", "C", "N", "N", "N", "N", "N", "P", "H", "H", "H", "H", "H", "H", "H", "H", "H", "H", "H", "H"],
  "xyz": [[1.52, -1.41, 0.10], [2.72, 0.54, -0.28], [-4.14, 1.01, 0.60], [-3.88, -0.08, -0.30], [-0.73, -0.04, -0.51], [3.90, 1.18, -0.37], [2.67, -0.69, 0.19], [1.61, -2.58, 0.61], [1.69, 1.14, -0.84], [-1.93, -0.78, -0.17], [-3.98, 0.87, 1.79], [-3.78, 1.97, 0.20], [-5.25, 1.34, 0.59], [-3.94, 0.11, -1.32], [-4.33, -1.02, -0.01], [4.66, 0.84, 0.18], [3.87, 2.14, -0.62], [3.49, -1.22, 0.43], [0.96, -3.38, 0.61], [2.59, -2.75, 0.98], [1.57, 2.16, -1.02], [0.70, 0.66, -0.83]]
}

(3)
{
  "formula": "C2H4IN2O",
  "method": "the ωB97M-V functional and the def2-TZVPD basis",
  "homo_ha": -0.497,
  "de_lowest_kj_mol": 46.1,
  "smiles": "[NH2+]=C/N=C\\OI",
  "spin_multiplicity": 1,
  "gap_ev": 8.5,
  "energy_ha": -560.72240,
  "charge": 1,
  "symbols": ["N", "C", "N", "C", "O", "I", "H", "H", "H", "H"],
  "xyz": [[-2.04, 0.03, -0.64], [-1.12, 0.29, 0.26], [-0.01, -0.39, 0.45], [1.23, -0.57, 0.61], [2.04, 0.44, -0.10], [4.04, 0.19, -0.22], [-2.62, 0.80, -0.93], [-1.90, -0.73, -1.30], [-1.48, 1.16, 0.81], [1.85, -1.23, 1.07]]
}

(4)
{
  "formula": "C6H13ClN2O",
  "method": "the ωB97M-V functional and the def2-TZVPD basis",
  "homo_ha": [-0.672, -0.670],
  "de_lowest_kj_mol": 118.1,
  "spin_multiplicity": 1,
  "gap_ev": [9.2, 8.6],
  "energy_ha": -880.56879,
  "charge": 2,
  "symbols": ["C", "C", "C", "C", "C", "C", "N", "N", "O", "Cl", "H", "H", "H", "H", "H", "H", "H", "H", "H", "H", "H", "H", "H"],
  "xyz": [[-1.46, 0.75, 0.30], [-4.27, -0.43, 0.05], [3.08, 0.70, 0.15], [0.83, -1.36, 0.33], [0.04, 0.95, 0.24], [2.12, 0.32, -0.95], [-1.98, -0.22, -0.25], [0.76, -0.12, -0.47], [-4.51, -1.63, 0.05], [-5.18, 0.90, 0.17], [-1.97, 1.53, 0.87], [3.32, -0.13, 0.81], [4.01, 1.01, -0.31], [2.73, 1.54, 0.75], [1.37, -1.18, 1.26], [-0.17, -1.71, 0.56], [1.35, -2.14, -0.23], [0.41, 1.03, 1.27], [0.22, 1.92, -0.26], [2.54, -0.51, -1.53], [1.97, 1.16, -1.63], [0.21, -0.35, -1.31], [-5.42, -2.02, 0.13]]
}